# 1
Molecular formula: CHF3N3
Method: DFT, ωB97M-V/def2-TZVPD

The value obtained for the LUMO energy is -0.2211 Ha. As for the net charge: +1. As for the frontier orbital gap: 10.33 eV. The calculation puts the energy above the lowest of the compared OMol25 structures with the same formula, charge and spin at 1.7 kcal per mole. For the HOMO energy, the calculation gives -16.347 eV.

```
8
CHF3N3 | the OMol25 dataset | ωB97M-V/def2-TZVPD
F 0.48 1.08 -0.99
F -3.57 -1.68 0.16
F 2.27 -0.40 -0.06
N -1.60 -0.34 -0.06
N 1.34 2.02 0.92
N 0.94 1.53 0.04
C -2.55 -0.97 0.03
H 2.69 -1.24 -0.04
```



# 2
Molecular formula: CHF3NO4S2Sm
Method: DFT, ωB97M-V/def2-TZVPD

As for the multiplicity: 6. The value obtained for the LUMO energy (alpha / beta) is -0.5271 / -0.4186 Ha. As for the net charge: +2. As for the frontier orbital gap (alpha / beta): 4.53 / 7.51 eV. For the HOMO energy (alpha / beta), the calculation gives -18.875 / -18.897 eV.

```
13
CHF3NO4S2Sm | the OMol25 dataset | ωB97M-V/def2-TZVPD
Sm 1.26 -1.53 -2.47
S 0.76 0.38 0.57
S -1.08 -1.75 0.13
F 1.10 2.87 -0.08
F -0.65 2.50 1.13
F -0.65 1.96 -0.96
O 1.49 -0.03 -0.67
O -0.64 -1.80 -1.31
O -2.49 -1.93 0.35
O 1.60 0.56 1.74
N -0.55 -0.45 0.87
C 0.08 2.06 0.13
H -0.24 -2.85 0.57
```



# 3
Molecular formula: CHF3O2S
Method: DFT, ωB97M-V/def2-TZVPD

The value obtained for the LUMO energy is -0.0696 Ha. As for the net charge: 0. As for the frontier orbital gap: 10.48 eV. The calculation puts the energy above the lowest of the compared OMol25 structures with the same formula, charge and spin at 1.8 kcal per mole. For the HOMO energy, the calculation gives -12.374 eV.

```
8
CHF3O2S | the OMol25 dataset | ωB97M-V/def2-TZVPD
S 0.15 -2.31 1.48
F -1.22 1.63 -1.25
F 0.62 2.28 -0.39
F 0.42 0.29 -1.39
O 0.14 -0.83 1.39
O 0.47 -3.07 0.30
C -0.18 1.20 -0.56
H -0.40 0.81 0.43
```



# 4
Molecular formula: CHF3O3PS
Method: DFT, ωB97M-V/def2-TZVPD

The value obtained for the LUMO energy is 0.1316 Ha. As for the net charge: -1. As for the frontier orbital gap: 7.68 eV. The calculation puts the energy above the lowest of the compared OMol25 structures with the same formula, charge and spin at 6.6 kcal per mole. Its SMILES is [O-]P(O)OSC(F)(F)F. For the HOMO energy, the calculation gives -4.103 eV.

```
10
CHF3O3PS | the OMol25 dataset | ωB97M-V/def2-TZVPD
S 0.98 -1.45 -0.08
P 0.66 1.52 -1.52
F -0.79 -0.89 1.77
F -0.90 -2.95 0.93
F -1.61 -1.35 -0.16
O 1.87 2.31 -1.15
O -0.57 2.13 -0.60
O 1.11 0.10 -0.17
C -0.65 -1.62 0.71
H -0.11 2.21 0.28
```



# 5
Molecular formula: CHF3OS2
Method: DFT, ωB97M-V/def2-TZVPD

The value obtained for the LUMO energy is -0.0032 Ha. As for the net charge: 0. As for the frontier orbital gap: 10.26 eV. The calculation puts the energy above the lowest of the compared OMol25 structures with the same formula, charge and spin at 5.0 kcal per mole. Its SMILES is O=[S@H](=S)C(F)(F)F. For the HOMO energy, the calculation gives -10.349 eV.

```
8
CHF3OS2 | the OMol25 dataset | ωB97M-V/def2-TZVPD
S 0.82 2.22 0.67
S 0.96 0.40 0.05
F -1.84 0.44 0.04
F -0.92 -1.27 0.95
F -0.83 -1.03 -1.20
O 1.67 -0.69 0.76
C -0.79 -0.41 -0.01
H 0.93 0.34 -1.27
```



# 6
Molecular formula: CHF3S2
Method: DFT, ωB97M-V/def2-TZVPD

The value obtained for the LUMO energy (alpha / beta) is -0.0683 / -0.0110 Ha. As for the net charge: 0. As for the frontier orbital gap (alpha / beta): 7.50 / 8.78 eV. The calculation puts the energy above the lowest of the compared OMol25 structures with the same formula, charge and spin at 49.0 kcal per mole. For the HOMO energy (alpha / beta), the calculation gives -9.360 / -9.084 eV.

```
7
CHF3S2 | the OMol25 dataset | ωB97M-V/def2-TZVPD
S -2.43 -0.74 -0.62
S -1.31 -1.61 0.73
F 1.99 -0.21 -1.01
F 2.41 0.51 1.02
F 0.62 1.23 -0.15
C 1.46 0.28 0.13
H -2.74 0.55 -0.10
```



# 7
Molecular formula: CHF4PS2
Method: DFT, ωB97M-V/def2-TZVPD

The value obtained for the LUMO energy is 0.0021 Ha. As for the net charge: 0. As for the frontier orbital gap: 9.56 eV. The calculation puts the energy above the lowest of the compared OMol25 structures with the same formula, charge and spin at 0.0 kcal per mole. Its SMILES is FP(SS)C(F)(F)F. For the HOMO energy, the calculation gives -9.503 eV.

```
9
CHF4PS2 | the OMol25 dataset | ωB97M-V/def2-TZVPD
S 1.36 -0.56 0.89
S 3.10 -0.77 -0.05
P -0.18 -0.65 -0.74
F -1.07 -1.84 -0.08
F -2.39 0.78 -1.15
F -0.92 1.85 0.08
F -2.10 0.21 0.95
C -1.48 0.65 -0.17
H 3.67 0.33 0.27
```



# 8
Molecular formula: CHF5N2
Method: DFT, ωB97M-V/def2-TZVPD

The value obtained for the LUMO energy is 0.0073 Ha. As for the net charge: 0. As for the frontier orbital gap: 11.97 eV. The calculation puts the energy above the lowest of the compared OMol25 structures with the same formula, charge and spin at 159.1 kcal per mole. Its SMILES is FNC(F)(F)N(F)F. For the HOMO energy, the calculation gives -11.775 eV.

```
9
CHF5N2 | the OMol25 dataset | ωB97M-V/def2-TZVPD
F -1.15 -0.97 -0.69
F -0.92 1.37 -0.32
F 0.69 -1.07 1.57
F 0.84 0.99 -2.02
F -1.29 -0.29 1.80
N -0.09 0.02 1.35
N 1.01 0.33 -0.74
C -0.23 0.28 -0.13
H 1.13 -0.66 -0.83
```



# 9
Molecular formula: CHFIN
Method: DFT, ωB97M-V/def2-TZVPD

The value obtained for the LUMO energy is -0.0009 Ha. As for the net charge: 0. As for the frontier orbital gap: 10.51 eV. The calculation puts the energy above the lowest of the compared OMol25 structures with the same formula, charge and spin at 0.0 kcal per mole. Its SMILES is [H]/N=C(/F)I. For the HOMO energy, the calculation gives -10.538 eV.

```
5
CHFIN | the OMol25 dataset | ωB97M-V/def2-TZVPD
I -1.78 0.94 -0.02
F -0.47 -1.60 -0.03
N 1.15 -0.04 -0.08
C -0.07 -0.24 -0.01
H 1.18 0.93 0.13
```



# 10
Molecular formula: CHFINO2
Method: DFT, ωB97M-V/def2-TZVPD

The value obtained for the LUMO energy (alpha / beta) is 0.0018 / -0.0447 Ha. As for the net charge: 0. As for the frontier orbital gap (alpha / beta): 9.79 / 7.05 eV. The calculation puts the energy above the lowest of the compared OMol25 structures with the same formula, charge and spin at 62.8 kcal per mole. For the HOMO energy (alpha / beta), the calculation gives -9.743 / -8.265 eV.

```
7
CHFINO2 | the OMol25 dataset | ωB97M-V/def2-TZVPD
I 2.15 -0.11 -0.73
F -0.11 1.53 -1.54
O -0.79 -2.48 1.11
O -1.11 -0.45 0.41
N -1.34 -1.48 0.91
C 0.52 1.16 -0.45
H 0.68 1.82 0.29
```



Please write out number 10 again, unchanged.
Molecular formula: CHFINO2
Method: DFT, ωB97M-V/def2-TZVPD

The value obtained for the LUMO energy (alpha / beta) is 0.0018 / -0.0447 Ha. As for the net charge: 0. As for the frontier orbital gap (alpha / beta): 9.79 / 7.05 eV. The calculation puts the energy above the lowest of the compared OMol25 structures with the same formula, charge and spin at 62.8 kcal per mole. For the HOMO energy (alpha / beta), the calculation gives -9.743 / -8.265 eV.

```
7
CHFINO2 | the OMol25 dataset | ωB97M-V/def2-TZVPD
I 2.15 -0.11 -0.73
F -0.11 1.53 -1.54
O -0.79 -2.48 1.11
O -1.11 -0.45 0.41
N -1.34 -1.48 0.91
C 0.52 1.16 -0.45
H 0.68 1.82 0.29
```



net charge of number 4 (CHF3O3PS)? -1



Which of these has the lowest net charge? CHF3O3PS